a:
This record from OMol25 describes a structure of composition C26H52O52S13. The level of theory is ωB97M-V/def2-TZVPD.

```
! RIJCOSX wB97M-V def2-TZVPD def2/J DEFGRID3
* xyz 0 1
S -10.5482 27.9252 14.5215
S -15.5644 24.1716 13.6023
S -17.2268 24.8583 7.6416
S -10.5544 24.4722 9.5850
S -14.6026 19.5866 18.9568
S -15.3767 27.7176 9.7785
S -20.3141 21.7991 9.6068
S -14.3776 21.3127 7.8507
S -16.8588 28.9937 13.4446
S -19.8817 21.1337 14.5368
S -14.0837 17.6845 12.7983
S -21.6713 26.0201 15.5444
S -17.4524 24.2347 18.7826
O -19.8441 19.5086 14.4035
O -13.1593 19.6316 18.6815
O -13.8248 22.6205 8.2594
O -19.1697 21.3983 13.0171
O -9.2231 27.4783 14.9917
O -16.1009 24.7752 8.5659
O -16.1851 24.1285 19.4300
O -11.6913 27.0060 15.2272
O -15.3627 18.7701 17.7856
O -18.0922 28.4954 12.7806
O -19.0210 21.0538 8.8388
O -14.9924 27.6771 8.2135
O -20.8993 25.3507 16.6245
O -16.7208 30.5952 13.3128
O -9.5404 24.7223 10.6465
O -22.9399 26.6838 15.8342
O -16.8884 23.9469 6.3372
O -18.0624 25.7887 18.8607
O -11.4464 23.3030 9.7155
O -10.9378 27.4322 12.9809
O -11.4283 25.8473 9.2307
O -18.5925 24.5825 8.1470
O -21.7465 24.9578 14.1884
O -16.7741 27.3583 9.9475
O -19.7775 22.8475 10.5263
O -14.2839 24.0529 12.5864
O -18.5093 23.2795 18.9172
O -16.4485 22.9733 12.8473
O -15.2913 20.9458 18.4961
O -20.5756 26.9740 14.6969
O -10.9742 29.3286 14.7887
O -15.6003 20.8496 8.5019
O -13.1798 20.0878 7.7404
O -21.2970 20.9080 10.1782
O -20.8733 22.4616 8.2240
O -18.9959 21.6509 15.6218
O -17.2230 26.2867 6.7946
O -17.1601 24.4653 17.2079
O -15.5379 28.3346 13.2522
O -15.2099 18.5538 13.2340
O -9.9764 24.6237 7.9941
O -15.1259 19.2543 20.2894
O -21.2971 21.5181 14.4742
O -16.2101 25.4520 13.3975
O -15.2921 29.3419 9.6640
O -15.2760 23.8654 15.0346
O -14.4176 27.1940 10.7362
O -14.6507 21.2133 6.2122
O -12.8898 18.6597 12.1738
O -13.5696 16.6475 13.6844
O -17.2356 29.1550 15.0316
O -14.4270 17.2016 11.2578
C -13.2177 19.1200 10.8323
C -15.8836 24.4947 5.5766
C -15.5045 28.7698 7.4464
C -14.1510 20.0653 5.6560
C -20.4487 24.8701 13.6376
C -16.7611 25.7882 16.9326
C -12.2759 26.8551 12.9305
C -15.9802 20.9101 17.2408
C -14.5157 18.3519 10.4602
C -11.8843 25.7975 7.9654
C -18.6341 20.2054 12.5581
C -15.4235 19.5643 16.6003
C -16.5495 25.9592 5.5358
C -16.1706 23.0789 11.4544
C -17.1490 30.4717 15.5607
C -19.6275 19.2399 13.0601
C -14.7776 23.7341 11.2833
C -11.0620 24.8002 7.1292
C -18.9850 21.2637 7.4436
C -15.8703 29.8048 8.4035
C -13.3839 19.2219 6.6612
C -12.5431 26.3110 14.3536
C -16.3782 31.2894 14.5651
C -17.5693 26.6156 17.8657
C -20.4737 21.7299 7.1316
C -19.7863 26.1850 13.8462
H -16.6353 32.3223 14.3306
H -14.8216 29.0895 6.6593
H -21.0603 20.8781 6.7874
H -15.0176 24.3822 6.2290
H -10.7042 25.2335 6.1952
H -12.9554 27.6721 12.6878
H -12.9102 25.4410 8.0580
H -17.7004 19.8802 13.0171
H -16.0378 18.9897 15.9071
H -18.4380 27.0922 17.4115
H -15.0541 19.4629 5.5576
H -20.4221 22.2987 6.2032
H -16.9854 23.7167 11.1117
H -19.1679 18.2635 12.9072
H -13.8164 18.3251 7.1049
H -16.8487 27.2541 18.3767
H -12.3887 19.0218 10.1313
H -16.6886 30.4124 16.5470
H -20.5831 24.7051 12.5686
H -12.4014 26.2136 12.0582
H -13.3453 20.1943 10.9652
H -13.5290 26.4021 14.8095
H -14.3822 18.0817 9.4127
H -12.3945 25.2347 14.4410
H -12.0095 26.8426 7.6823
H -15.6022 23.9170 4.6962
H -16.0611 21.8371 16.6732
H -11.5118 23.8116 7.0366
H -12.3912 19.0174 6.2603
H -16.2563 22.0468 11.1144
H -14.1340 23.0362 10.7478
H -15.9372 26.7442 5.0921
H -15.2899 31.3036 14.6235
H -18.7552 26.0767 14.1825
H -18.2066 22.0214 7.3542
H -17.1596 26.0696 15.9579
H -17.4138 26.1158 4.8905
H -18.6292 20.3325 11.4756
H -14.4477 19.6760 16.1276
H -19.8285 24.1100 14.1127
H -18.6977 20.3555 6.9138
H -13.7086 20.4703 4.7458
H -19.8722 26.7588 12.9235
H -15.5582 30.8262 8.1856
H -16.2882 28.4879 6.7432
H -15.6824 25.9445 16.9184
H -16.9399 20.6460 17.6851
H -14.8040 24.4734 10.4828
H -20.6071 19.2426 12.5820
H -16.9536 29.9102 8.4617
H -18.1117 30.9240 15.7987
H -15.4798 18.8287 10.6371
*
```

Its LUMO energy is -1.0 eV. The highest occupied orbital energy comes out at -9.90 eV. The value obtained for the orbital gap is 8.87 eV.

Mulliken population analysis, charges in e, atoms 1 to 6:
1. S 0.96
2. S 0.18
3. S 0.93
4. S 0.86
5. S 1.10
6. S 0.74

b:
This record from OMol25 describes a cluster of 13 separate species, C26H52O52S13 in total. The level of theory is ωB97M-V/def2-TZVPD.

```
! RIJCOSX wB97M-V def2-TZVPD def2/J DEFGRID3
* xyz 0 1
S -1.0554 -1.4016 -0.5726
S -2.3195 -7.1427 -6.0853
S 4.9496 -2.5961 -2.6503
S -3.4680 9.9697 2.2242
S -6.1593 -9.6283 1.6527
S 3.3551 -2.9643 6.3048
S 1.7712 6.7383 -3.6581
S 8.6680 4.9975 -0.6033
S -2.0483 1.5944 -5.9601
S -3.9807 0.2819 6.3448
S -7.4913 5.3220 1.1036
S 2.0595 5.7215 4.0111
S 2.1358 -9.0058 -0.6301
O -1.2766 -2.7053 0.1583
O -5.3213 0.9392 7.0880
O 2.8004 -9.3351 0.9194
O 7.7944 4.2029 -1.7634
O -7.8492 6.8652 1.5232
O -3.2357 -7.8044 -7.0186
O 2.6287 4.2174 4.5411
O -5.2845 -10.0511 2.7179
O -0.9293 -1.4370 -2.0244
O -6.8703 5.3825 -0.2091
O 6.5057 -2.6207 -3.2256
O -4.4037 -1.1972 6.8548
O 0.2787 -0.5425 0.0053
O 0.6671 5.9010 4.5002
O 5.2570 -3.9804 -1.6346
O -2.1284 1.2940 -7.5696
O -4.4365 10.3546 3.3043
O 1.5243 -10.5163 -0.7061
O -4.0273 10.1842 0.6337
O 3.4729 -2.1261 4.8401
O -3.4404 8.3031 2.0389
O 3.2628 6.9707 -3.0650
O -2.1499 3.0416 -6.0125
O -4.3000 0.3676 4.9305
O 0.8197 7.7598 -3.3576
O -0.7871 -7.9304 -6.0116
O 1.3904 5.3987 -3.3863
O 7.6075 4.5392 0.5848
O -2.9716 0.7759 -5.1970
O -9.1240 4.9721 0.9483
O -1.5608 -5.7911 -6.7368
O 3.2693 6.4133 4.9248
O -2.6238 0.6392 6.8819
O 8.6379 6.4433 -0.8302
O 2.3351 6.7911 -5.1814
O -2.0941 -0.1897 -0.0888
O 3.2271 -4.4472 5.5998
O 4.0671 -2.8835 -3.7883
O 1.1424 -7.9167 -0.5865
O -2.1109 10.4657 2.3765
O -2.6479 -6.8828 -4.6649
O 4.6056 -2.9292 7.0697
O 3.1919 -8.8443 -1.6618
O 9.9656 4.2968 -0.3939
O 2.0649 -2.6380 7.0146
O -7.5677 -9.8735 1.9478
O -0.4504 1.1380 -5.7153
O -5.6697 -10.2307 0.1657
O -6.7657 4.5712 2.1508
O 4.7328 -1.3837 -1.9168
O -5.9128 -8.0793 1.1523
O 2.3564 5.8681 2.6350
C -1.4228 1.0377 0.0035
C -9.9809 6.0463 1.2582
C -4.8867 -7.9835 0.1412
C 7.3660 -3.2692 -2.3797
C 6.3209 4.4027 0.0760
C -0.2233 -5.6316 -6.2562
C -5.7270 -1.2687 7.4173
C 3.3985 -4.2673 4.1879
C 4.0735 7.7397 -3.9164
C -4.6912 -9.4323 -0.4822
C 0.2608 -7.0313 -6.1941
C 2.9305 4.2482 5.9221
C 0.1642 0.8123 -6.9650
C 3.4371 7.5556 -5.3227
C 6.5554 3.6976 -1.2696
C 6.5298 -4.3423 -1.7202
C -0.0114 0.7406 0.5233
C 2.8551 -10.7445 1.2161
C -1.0129 0.4953 -7.9255
C -6.1509 0.0901 7.7831
C -9.1235 6.9351 2.0621
C 3.0583 -2.8814 3.7246
C -3.6241 9.0940 -0.1573
C -2.8963 8.1062 0.7357
C 2.3202 -11.5154 0.0109
C 3.7528 5.5707 5.9507
H 8.1564 -3.7489 -2.9570
H -7.2228 0.2230 7.6366
H 0.7425 1.6393 -7.3769
H -9.5166 7.9515 2.0391
H 5.0533 7.2639 -3.9577
H 3.8731 5.9920 6.9488
H 0.0049 -5.2641 -5.2557
H -2.9792 7.0652 0.4233
H 3.9191 -10.9711 1.2839
H 5.7183 3.7103 0.6637
H 5.8985 5.3781 -0.1651
H 0.0660 0.5864 1.5995
H 1.0784 -7.0619 -5.4739
H -5.9951 0.3150 8.8382
H 4.1421 6.9466 -5.8885
H 6.8114 -4.5939 -0.6977
H 1.9889 -2.6875 3.6408
H 3.2145 -11.7038 -0.5832
H -10.3153 6.4200 0.2904
H 0.8617 -0.0073 -6.7924
H -1.8436 8.3835 0.6808
H -6.3997 -1.7816 6.7299
H 2.0365 4.2595 6.5456
H 2.8821 -5.0926 3.6976
H -3.8952 -7.6027 0.3863
H 0.7950 -7.2497 -7.1188
H -3.7530 -9.9066 -0.1943
H 4.4528 -4.4843 4.0165
H 4.7887 5.3116 5.7319
H 4.1266 8.7921 -3.6377
H 6.4725 -5.3029 -2.2321
H -1.9312 1.7688 0.6322
H -1.2953 1.5032 -0.9738
H -2.9315 9.3399 -0.9623
H 0.7796 1.3738 0.1214
H -5.2307 -7.1509 -0.4724
H 1.6865 -12.3557 0.2943
H -9.1596 6.7550 3.1365
H 0.3790 -4.9911 -6.9006
H -0.6506 0.8478 -8.8912
H 5.7914 3.9046 -2.0188
H 3.4095 8.4861 -5.8896
H 3.2806 3.2496 6.1836
H -5.6810 -1.8977 8.3064
H -4.8571 -9.5317 -1.5549
H -10.8101 5.5851 1.7947
H 3.5058 -2.5191 2.7991
H -4.4971 8.5991 -0.5828
H 7.9262 -2.5866 -1.7407
H -1.1838 -0.5651 -7.7397
H 2.2643 -11.0742 2.0707
H 6.6873 2.6289 -1.1004
*
```

Its LUMO energy is -0.2 eV. The highest occupied orbital energy comes out at -10.91 eV. The value obtained for the orbital gap is 10.74 eV.

Mulliken population analysis, charges in e, atoms 1 to 6:
1. S 0.98
2. S 1.01
3. S 1.04
4. S 1.10
5. S 1.09
6. S 1.07

Most stable structure - a; separation to the second - 0.0234 hartree.

a:
This record from OMol25 describes a structure of composition C8H10N2O. The level of theory is ωB97M-V/def2-TZVPD.

```
! RIJCOSX wB97M-V def2-TZVPD def2/J DEFGRID3
* xyz 0 1
O -1.9650 -0.7344 2.2364
N -0.9511 -1.6500 1.8926
N 1.1049 -1.0506 2.1178
C 0.8061 0.6759 -0.5113
C -1.2164 -0.5237 -0.4897
C -1.6045 0.0891 -1.7155
C -0.0739 -0.1418 0.1215
C 0.2113 -0.8741 1.4593
C -0.6673 0.8858 -2.4777
C 2.1837 1.1388 0.1239
C 0.5315 1.2254 -1.6993
H 2.7095 1.9670 -0.8602
H -1.1689 1.2535 -3.2964
H 1.9758 1.3442 0.9622
H -2.8726 -1.4364 1.9522
H -2.1209 -0.9554 -0.1891
H 1.1562 1.7892 -1.7284
H 2.0683 -0.5935 1.7440
H -2.6580 -0.3768 -2.3346
H 3.0332 0.1947 -0.2653
H -0.4818 -2.2269 2.9572
*
```

Its LUMO energy is 0.6 eV. The highest occupied orbital energy comes out at -8.91 eV. The value obtained for the orbital gap is 9.55 eV.

Mulliken population analysis, charges in e, atoms 1 to 6:
1. O -0.43
2. N -0.33
3. N -0.57
4. C 1.45
5. C -0.46
6. C -0.30

b:
This record from OMol25 describes the molecule C8H10N2O. The level of theory is ωB97M-V/def2-TZVPD.

```
! RIJCOSX wB97M-V def2-TZVPD def2/J DEFGRID3
* xyz 0 1
O 4.5422 -0.6880 0.1909
N 4.0184 0.3343 -0.2098
N -1.6616 0.2408 -0.3536
C 2.5840 0.1972 -0.1369
C 0.4572 -0.8947 0.1809
C 0.5246 1.3708 -0.4212
C 1.8379 -0.9056 0.1025
C -2.2212 -0.9842 -0.7867
C -2.1943 0.6427 0.9304
C -0.2501 0.1975 -0.2769
C 1.9218 1.3706 -0.3316
H -3.2839 0.4596 0.9810
H -2.7210 -1.5164 -0.0644
H -2.9170 -0.8309 -1.6313
H -1.4037 -1.6072 -1.1697
H 2.4502 2.3995 -0.3987
H -1.9960 1.6359 1.1991
H 2.2637 -1.8421 0.3854
H -1.8897 -0.1051 1.7184
H -0.0177 2.2219 -0.4818
H -0.0438 -1.6964 0.5741
*
```

As for the structure (SMILES): CN(C)c1ccc(N=O)cc1. Its LUMO energy is -0.5 eV. The highest occupied orbital energy comes out at -8.89 eV. The value obtained for the orbital gap is 8.35 eV.

Mulliken population analysis, charges in e, atoms 1 to 6:
1. O -0.33
2. N -0.21
3. N -0.13
4. C 0.45
5. C -0.12
6. C -0.54

Most stable structure - b; separation to the second - 0.2950 hartree.